This record from OMol25 describes C45H46N7O3RuSi as an isolated structure. The level of theory is the ωB97M-V functional and the def2-TZVPD basis.

CARTESIAN COORDINATES (ANGSTROEM)
Ru: 0.690 1.203 0.863
C: -2.456 -3.589 0.385
O: -1.275 -3.178 -0.295
C: -0.492 -4.145 -0.846
C: -0.793 -5.500 -0.812
C: 0.027 -6.418 -1.454
C: 1.158 -5.997 -2.132
C: 1.476 -4.648 -2.144
C: 0.670 -3.717 -1.505
N: 0.996 -2.342 -1.610
C: 1.218 -1.501 -0.563
N: 1.341 -2.082 0.645
C: 1.586 -1.503 1.890
C: 1.497 -0.150 2.162
C: 1.824 0.335 3.435
C: 2.213 -0.543 4.425
C: 2.280 -1.913 4.169
C: 1.973 -2.393 2.912
O: 2.013 -3.699 2.537
C: 2.385 -4.663 3.515
N: 1.351 -0.200 -0.715
C: 1.526 0.380 -1.998
C: 0.663 1.367 -2.446
C: 0.900 2.070 -3.617
C: 2.030 1.777 -4.362
C: 2.911 0.788 -3.943
C: 2.669 0.090 -2.767
O: 3.474 -0.892 -2.284
C: 4.776 -1.034 -2.852
H: -2.922 -2.680 0.760
H: -2.215 -4.249 1.221
H: -3.145 -4.090 -0.298
H: -1.682 -5.846 -0.305
H: -0.231 -7.468 -1.424
H: 1.796 -6.707 -2.638
H: 2.369 -4.301 -2.649
H: 1.410 -2.045 -2.480
H: 1.361 -3.094 0.649
H: 1.794 1.398 3.644
H: 2.478 -0.172 5.405
H: 2.589 -2.589 4.951
H: 2.312 -5.629 3.026
H: 1.705 -4.628 4.369
H: 3.411 -4.499 3.849
H: -0.240 1.562 -1.880
H: 0.202 2.827 -3.944
H: 2.234 2.313 -5.279
H: 3.791 0.571 -4.529
H: 5.298 -1.744 -2.220
H: 5.303 -0.079 -2.837
H: 4.717 -1.410 -3.875
C: -1.029 0.168 1.237
Si: -2.462 1.134 0.490
C: -2.003 2.919 0.908
N: -0.514 3.138 0.846
C: -0.114 3.967 -0.348
C: 0.059 5.453 -0.028
C: -0.939 5.920 1.022
C: -0.697 5.170 2.338
C: -0.042 3.805 2.095
C: -4.013 0.534 1.331
C: -5.003 -0.137 0.611
C: -6.098 -0.695 1.258
C: -6.220 -0.588 2.634
C: -5.248 0.081 3.368
C: -4.155 0.632 2.719
C: -2.586 0.884 -1.351
C: -3.051 1.894 -2.197
C: -3.139 1.696 -3.568
C: -2.766 0.477 -4.115
C: -2.314 -0.543 -3.291
C: -2.224 -0.340 -1.922
H: -0.992 -0.846 0.832
H: -1.199 0.082 2.316
H: -2.351 3.146 1.918
H: -2.504 3.633 0.254
H: -0.887 3.816 -1.104
H: 0.816 3.569 -0.755
H: -0.048 6.015 -0.956
H: 1.076 5.637 0.328
H: -1.956 5.744 0.666
H: -0.852 6.994 1.180
H: -1.628 5.058 2.893
H: -0.023 5.740 2.981
H: -0.241 3.125 2.929
H: 1.041 3.906 2.006
H: -4.925 -0.221 -0.467
H: -6.860 -1.207 0.685
H: -7.074 -1.019 3.138
H: -5.345 0.173 4.441
H: -3.404 1.148 3.310
H: -3.352 2.854 -1.790
H: -3.501 2.490 -4.208
H: -2.831 0.322 -5.184
H: -2.023 -1.496 -3.715
H: -1.851 -1.145 -1.301
N: 2.503 2.175 0.615
C: 3.646 1.985 0.435
C: 4.949 1.681 0.200
C: 5.345 0.334 0.437
N: 5.620 -0.766 0.634
C: 5.859 2.675 -0.252
N: 6.586 3.488 -0.615

## Properties
Net charge ... +1
Relative energy (zero: lowest compared OMol25 entry of this formula, charge and spin) ... 0.000 eV
2S+1 ... 5
HOMO-LUMO gap (alpha / beta) ... 7.87 / 5.63 eV

---

This record from OMol25 describes C47H53IN5TeTi as an isolated structure at a distorted geometry. The level of theory is the ωB97M-V functional and the def2-TZVPD basis.

CARTESIAN COORDINATES (ANGSTROEM)
Ti: 0.159 0.032 -0.290
C: -3.277 -5.370 -0.310
C: -3.204 -4.293 -1.400
C: -1.935 -3.504 -1.299
C: -0.728 -3.771 -1.905
C: -0.419 -4.847 -2.898
C: -0.360 -4.299 -4.331
C: 0.175 -2.761 -1.483
N: -0.459 -1.867 -0.643
C: -1.752 -2.333 -0.513
C: -2.746 -1.748 0.274
C: -2.578 -0.622 1.036
C: -3.548 -0.124 1.982
C: -4.897 -0.719 2.226
C: -4.839 -1.969 3.113
C: -2.978 0.944 2.602
C: -1.656 1.099 2.041
C: -0.753 2.039 2.468
C: 0.589 2.117 2.086
N: 1.194 1.281 1.181
C: 2.500 1.698 1.110
C: 3.488 1.115 0.307
C: 3.300 0.022 -0.493
N: 2.078 -0.573 -0.766
C: 2.397 -1.716 -1.494
C: 1.513 -2.694 -1.863
C: 3.820 -1.787 -1.734
C: 4.380 -0.713 -1.116
C: 5.834 -0.412 -0.939
C: 6.346 -0.885 0.429
C: 4.501 -2.900 -2.464
C: 4.700 -4.139 -1.580
C: 2.727 2.796 1.985
C: 1.522 3.066 2.594
C: 1.214 4.139 3.591
C: 1.399 3.686 5.043
C: 4.051 3.462 2.200
C: 4.927 2.688 3.195
N: -1.435 0.158 1.046
C: -3.547 1.791 3.695
C: -4.025 3.165 3.207
H: -4.201 -5.950 -0.379
H: -3.230 -4.906 0.677
H: -2.429 -6.050 -0.399
H: -4.067 -3.629 -1.311
H: -3.261 -4.760 -2.386
H: -1.190 -5.620 -2.843
H: 0.534 -5.326 -2.654
H: -1.333 -3.902 -4.624
H: -0.075 -5.085 -5.036
H: 0.361 -3.485 -4.403
H: -3.709 -2.238 0.317
H: -5.361 -0.978 1.270
H: -5.538 0.030 2.698
H: -4.224 -2.738 2.645
H: -5.838 -2.378 3.281
H: -4.400 -1.729 4.083
H: -1.092 2.735 3.225
H: 4.493 1.508 0.382
H: 1.893 -3.505 -2.469
H: 6.016 0.662 -1.038
H: 6.403 -0.911 -1.726
H: 5.764 -0.430 1.231
H: 7.398 -0.623 0.570
H: 6.245 -1.967 0.518
H: 5.473 -2.560 -2.827
H: 3.909 -3.180 -3.339
H: 5.343 -3.903 -0.731
H: 5.164 -4.950 -2.146
H: 3.744 -4.489 -1.191
H: 0.184 4.479 3.452
H: 1.861 5.001 3.401
H: 0.776 2.816 5.254
H: 1.128 4.482 5.741
H: 2.438 3.409 5.227
H: 3.893 4.479 2.570
H: 4.579 3.545 1.246
H: 4.408 2.576 4.147
H: 5.877 3.200 3.375
H: 5.138 1.690 2.810
H: -2.791 1.931 4.474
H: -4.388 1.270 4.158
H: -3.209 3.721 2.744
H: -4.418 3.750 4.042
H: -4.811 3.050 2.460
I: -3.110 2.397 -0.974
C: -1.137 3.075 -0.620
C: -0.941 4.417 -0.355
C: 0.347 4.918 -0.438
C: 1.344 4.084 -0.934
C: 1.045 2.767 -1.185
N: -0.163 2.222 -0.934
H: -1.780 5.056 -0.121
H: 0.559 5.943 -0.166
H: 2.338 4.458 -1.136
H: 1.781 2.085 -1.594
Te: -0.139 0.145 -3.193
C: -2.188 0.482 -3.667
C: -2.561 1.579 -4.442
C: -3.888 1.800 -4.782
C: -4.878 0.931 -4.345
C: -4.519 -0.168 -3.576
C: -3.189 -0.393 -3.252
H: -1.798 2.273 -4.774
H: -4.148 2.659 -5.390
H: -5.915 1.103 -4.608
H: -5.277 -0.864 -3.231
H: -2.921 -1.267 -2.677

## Properties
Net charge ... -1
2S+1 ... 1
HOMO-LUMO gap (alpha / beta) ... 4.54 / 4.54 eV

---

This record from OMol25 describes C9H16O3 as an isolated structure at a distorted geometry. The level of theory is the ωB97M-V functional and the def2-TZVPD basis.

CARTESIAN COORDINATES (ANGSTROEM)
C: -0.825 -0.130 0.067
C: -1.774 0.770 0.049
C: 0.953 1.858 0.363
C: -0.231 2.552 -0.418
C: 1.133 0.419 -0.185
C: -3.288 0.663 0.038
C: 0.139 -2.520 -0.259
C: 3.053 -0.962 0.481
C: -0.936 -1.560 0.403
O: -1.501 2.166 0.044
O: 1.328 0.337 -1.494
O: 1.801 -0.423 0.734
H: 1.787 2.536 0.276
H: 0.747 1.916 1.511
H: -0.076 3.672 -0.299
H: -0.248 2.406 -1.444
H: -3.690 1.099 1.058
H: -3.850 -0.390 0.115
H: -3.606 1.319 -0.687
H: 0.999 -2.196 0.251
H: 0.266 -2.458 -1.374
H: -0.091 -3.597 -0.060
H: 3.720 -0.378 -0.225
H: 2.986 -1.864 0.028
H: 3.532 -1.101 1.436
H: -1.054 -1.871 1.464
H: -2.013 -1.867 0.054
H: 0.737 -0.391 -1.928

## Properties
Relative energy (zero: lowest compared OMol25 entry of this formula, charge and spin) ... 4.551 eV
2S+1 ... 1
HOMO-LUMO gap ... 8.85 eV

---

This record from OMol25 describes C4H2IS2 as an isolated structure at a distorted geometry. The level of theory is the ωB97M-V functional and the def2-TZVPD basis.

CARTESIAN COORDINATES (ANGSTROEM)
C: 0.797 0.040 0.547
C: -0.556 0.627 0.833
C: 1.129 -0.756 -0.539
C: -1.368 0.118 -0.187
S: -0.374 -0.770 -1.215
S: 2.717 -1.208 -0.939
I: -3.084 0.449 -1.307
H: 1.550 0.465 1.060
H: -0.810 1.036 1.748

## Properties
Net charge ... -1
2S+1 ... 1
HOMO-LUMO gap ... 5.57 eV